This record from the OMol25 dataset describes a molecular structure, C17H15CrF6N6O4S2 at a distorted geometry. The level of theory is the ωB97M-V functional and the def2-TZVPD basis.

Results
* spin multiplicity: 4
* charge: +2

Last column: Mulliken spin population.
Atoms and positions in Å:
Cr  9.87  9.41  11.30  3.159
F  12.47  10.02  15.85  0.000
C  11.46  10.42  15.14  0.002
F  11.81  11.47  14.37  0.000
F  10.38  10.73  15.83  0.000
S  10.98  8.95  14.09  0.005
O  9.77  9.34  13.26  0.002
O  10.77  7.84  14.97  -0.001
N  12.35  8.74  13.27  -0.004
S  12.31  9.02  11.75  0.005
O  11.78  10.37  11.50  0.002
O  11.40  8.05  11.05  -0.014
C  14.11  8.58  11.23  0.004
F  14.12  7.29  11.18  0.000
F  14.25  9.16  10.07  0.000
F  14.87  9.07  12.15  0.000
C  12.02  11.20  6.56  0.000
C  11.69  9.86  6.28  0.002
C  10.85  9.12  7.18  -0.003
C  10.33  9.83  8.25  -0.014
C  10.63  11.19  8.49  0.016
C  11.42  11.84  7.61  0.005
N  9.71  9.08  9.23  -0.112
N  9.22  7.98  8.92  0.013
C  8.61  7.32  9.97  0.020
C  7.79  6.23  9.74  0.001
C  6.89  5.74  10.69  0.016
C  6.86  6.38  11.92  -0.005
C  7.77  7.39  12.19  0.034
N  8.60  7.86  11.24  -0.087
H  12.67  11.72  5.88  0.000
H  12.09  9.26  5.47  0.000
H  10.73  8.07  7.17  0.000
H  10.10  11.69  9.23  -0.002
H  11.57  12.97  7.70  0.000
H  7.81  5.77  8.75  -0.001
H  6.30  4.90  10.45  0.001
H  6.13  6.03  12.58  0.000
H  7.95  7.86  13.18  -0.002
C  6.13  13.25  10.24  -0.001
N  7.21  12.52  10.87  0.007
C  7.90  13.02  11.97  -0.004
C  8.80  12.06  12.32  0.020
N  8.64  11.02  11.46  -0.107
C  7.73  11.33  10.56  0.045
H  5.55  12.57  9.61  0.000
H  6.66  13.95  9.64  0.001
H  5.51  13.82  10.98  0.000
H  7.78  14.00  12.37  0.000
H  9.43  11.95  13.18  0.000
H  7.63  10.78  9.64  0.000

This record from the OMol25 dataset describes a molecular structure, C5H7CoO3 at a distorted geometry. The level of theory is the ωB97M-V functional and the def2-TZVPD basis.

Results
* spin multiplicity: 6
* charge: +3
* relative energy (zero: lowest compared OMol25 entry of this formula, charge and spin): 0.00 kcal per mole

Last column: Mulliken spin population.
Atoms and positions in Å:
O  1.02  -0.20  0.93  0.105
C  2.27  -0.09  0.37  -0.022
O  2.51  -0.57  -0.76  0.125
Co  4.22  0.17  -0.49  2.786
O  3.11  0.55  1.03  0.151
C  0.07  -0.84  0.29  0.283
H  0.32  -1.37  -0.63  0.028
H  -1.72  -1.83  0.94  0.021
C  -1.28  -0.83  0.87  0.358
H  -1.38  -0.20  1.76  0.014
C  -1.58  -0.13  -0.42  0.607
C  -1.37  1.31  -0.62  0.152
H  -2.18  -0.69  -1.14  0.099
H  -1.06  1.75  0.34  0.094
H  -0.68  1.13  -1.53  0.117
H  -2.28  1.83  -0.96  0.081

This record from the OMol25 dataset describes a molecular structure, C2H2O2S at a distorted geometry. The level of theory is the ωB97M-V functional and the def2-TZVPD basis.

Results
* spin multiplicity: 1
* relative energy (zero: lowest compared OMol25 entry of this formula, charge and spin): 89.61 kcal per mole

Last column: natural (NBO) charge in e.
Atoms and positions in Å:
C  -1.09  0.36  0.48  0.571
C  -0.74  1.06  1.48  -0.485
O  -1.57  -0.15  -0.47  -0.422
O  1.32  -1.21  -1.45  -0.938
S  0.11  1.06  2.80  0.338
H  1.43  -0.14  -2.09  0.465
H  0.53  -0.99  -0.75  0.471

This record from the OMol25 dataset describes a molecular structure, C27H52N3O2P2Sc at a distorted geometry. The level of theory is the ωB97M-V functional and the def2-TZVPD basis.

Results
* spin multiplicity: 1
* charge: +2

Last column: Löwdin charge in e.
Atoms and positions in Å:
Sc  -0.09  -0.11  -1.13  0.569
P  -0.44  -2.60  -2.16  1.021
P  -0.50  2.30  -2.08  1.012
N  1.37  -0.14  -2.50  -0.274
C  1.23  -2.59  -2.99  -0.286
H  1.74  -3.52  -2.72  0.095
H  1.00  -2.63  -4.06  0.087
C  2.13  -1.36  -2.73  -0.297
H  2.86  -1.58  -1.90  0.126
H  2.75  -1.17  -3.63  0.125
C  2.12  1.10  -2.60  -0.291
H  2.77  0.99  -3.49  0.125
H  2.83  1.26  -1.74  0.125
C  1.23  2.36  -2.77  -0.279
H  1.10  2.54  -3.85  0.092
H  1.73  3.25  -2.35  0.088
C  -0.29  3.18  -0.45  -0.550
C  -1.48  2.90  0.48  -0.102
H  -1.18  3.12  1.52  0.095
H  -1.83  1.86  0.44  0.047
H  -2.33  3.56  0.24  0.081
C  -1.69  3.23  -3.14  -0.528
C  -3.08  3.34  -2.49  -0.092
H  -3.81  3.68  -3.24  0.100
H  -3.10  4.06  -1.66  0.077
H  -3.43  2.37  -2.11  0.064
C  -1.59  -3.31  -3.41  -0.530
C  -3.01  -3.53  -2.85  -0.091
H  -3.68  -3.76  -3.70  0.101
H  -3.40  -2.64  -2.35  0.058
H  -3.05  -4.38  -2.16  0.075
C  -0.28  -3.91  -0.83  -0.530
C  -1.46  -3.74  0.13  -0.113
H  -1.18  -4.11  1.13  0.090
H  -2.33  -4.33  -0.22  0.080
H  -1.80  -2.70  0.25  0.053
C  -2.21  -0.28  -1.17  -0.080
C  -1.16  4.59  -3.62  -0.089
H  -1.10  5.32  -2.81  0.067
H  -0.18  4.50  -4.11  0.078
H  -1.86  5.00  -4.37  0.099
C  -1.11  -4.57  -4.13  -0.087
H  -1.83  -4.83  -4.91  0.101
H  -0.13  -4.44  -4.59  0.079
H  -1.06  -5.43  -3.45  0.057
C  -0.09  -5.38  -1.24  -0.091
H  0.23  -5.95  -0.36  0.100
H  -1.03  -5.84  -1.57  0.078
H  0.67  -5.51  -2.02  0.083
C  0.02  4.67  -0.53  -0.086
H  -0.87  5.27  -0.78  0.080
H  0.35  5.01  0.46  0.099
H  0.83  4.90  -1.24  0.080
H  0.59  2.68  -0.03  0.069
H  0.64  -3.61  -0.31  0.086
H  -1.79  2.58  -4.02  0.104
H  -1.65  -2.50  -4.16  0.087
O  -3.37  -0.36  -1.10  0.156
H  -0.66  -0.15  -4.57  0.072
H  -1.37  -0.08  -4.31  0.053
C  3.24  2.66  6.57  -0.061
C  1.82  2.13  6.58  -0.204
N  1.59  1.05  5.62  -0.040
C  1.54  -0.30  6.21  -0.206
C  0.13  -0.85  6.39  -0.065
C  1.44  1.41  4.31  -0.369
O  1.47  2.61  4.00  0.043
C  1.25  0.40  3.20  -0.020
C  1.11  -0.99  3.31  0.034
C  0.93  -1.74  2.17  0.011
C  0.78  -1.09  0.94  -0.155
N  0.78  0.26  0.82  0.000
C  1.14  0.99  1.93  0.018
H  3.96  1.87  6.79  0.083
H  3.34  3.44  7.32  0.088
H  3.46  3.10  5.59  0.076
H  1.57  1.70  7.56  0.122
H  1.13  2.94  6.34  0.127
H  2.17  -0.99  5.62  0.108
H  2.03  -0.19  7.19  0.128
H  -0.40  -0.91  5.44  0.065
H  0.19  -1.86  6.81  0.092
H  -0.44  -0.21  7.07  0.092
H  1.16  -1.51  4.26  0.096
H  0.86  -2.83  2.22  0.130
H  0.75  -1.71  0.02  0.061
H  1.30  2.06  1.78  0.129

Computed E_tot (a.u.) in order:
-3725.77341, -1801.63280, -625.91956, -2817.65762